Model i:
77
Properties=species:S:1:pos:R:3 method="wB97M-V/def2-TZVPD" multiplicity=2 orbital_gap_ev="7.96 / 7.61" total_charge=+1 homo_ha="-0.40316 / -0.41315" lumo_ev="-3.008 / -3.629"
Ru -0.07042 0.32709 -0.32406
C 3.16082 3.07326 0.82124
C 2.65044 2.30676 2.04336
C 2.75192 3.18208 3.29978
C 1.22548 1.82791 1.88422
C 0.88034 0.48219 2.11828
C -0.44028 0.05889 2.12749
C -1.48853 0.95375 1.85854
C -2.91916 0.50671 1.99461
C -1.14365 2.28019 1.61633
C 0.18743 2.71259 1.62362
H 4.22599 3.27769 0.93049
H 2.64595 4.03153 0.71883
H 3.01789 2.50464 -0.09584
H 3.28099 1.42679 2.19279
H 2.14391 4.08256 3.19404
H 3.78579 3.48862 3.45958
H 2.41280 2.64628 4.18762
H 1.65389 -0.21974 2.40179
H -0.67023 -0.95935 2.40827
H -3.14089 -0.32510 1.32283
H -3.61426 1.32005 1.79193
H -3.09906 0.15389 3.01120
H -1.93236 3.01455 1.51075
H 0.39899 3.76548 1.48367
C -0.91011 -3.77414 -0.25877
C -0.78509 -2.48234 -1.05532
C -2.14303 -2.16791 -1.70794
C 0.32454 -2.65795 -2.09354
O -0.42801 -1.46730 -0.10141
H -1.21992 -4.58405 -0.92023
H -1.64632 -3.65972 0.53835
H 0.04870 -4.03556 0.19097
H -2.22980 -2.62409 -2.69408
H -2.26573 -1.09427 -1.81992
H -2.96261 -2.53067 -1.08412
H -0.00967 -3.28536 -2.91998
H 1.19761 -3.12548 -1.63466
H 0.64129 -1.69757 -2.47977
Br 5.63960 -0.93338 -3.29545
C 4.08059 -0.43363 -2.36569
C 3.83041 -0.97557 -1.11492
C 2.68723 -0.59513 -0.42438
C 1.81064 0.33951 -0.96739
C 2.08860 0.88216 -2.22434
C 3.21487 0.48806 -2.93442
H 4.52431 -1.68385 -0.68273
H 2.49564 -1.03791 0.54357
H 1.45013 1.64701 -2.64493
H 3.41622 0.88743 -3.91953
C -2.88504 2.36302 -1.22672
C -2.19680 1.56720 -2.26992
N -1.01476 0.96150 -2.16311
C -0.76144 0.38262 -3.39878
C -1.79066 0.63131 -4.23231
N -2.69602 1.37422 -3.50806
C -3.96838 1.88293 -4.02039
N -5.05854 1.50486 -3.17998
N -5.74088 2.45444 -2.47917
N -6.67823 1.89739 -1.82277
C -6.64638 0.53447 -2.07626
C -7.46491 -0.49781 -1.60822
C -7.17448 -1.76992 -2.04035
C -6.09314 -2.02535 -2.91253
C -5.28309 -1.01763 -3.38364
C -5.59907 0.27386 -2.94950
H -2.16827 2.58986 -0.45267
H -3.72274 1.81567 -0.79037
H -3.27544 3.29593 -1.63247
H 0.14128 -0.15629 -3.60285
H -1.96620 0.34656 -5.25563
H -4.09191 1.47525 -5.02198
H -3.96561 2.96972 -4.06966
H -8.29193 -0.29212 -0.94247
H -7.78576 -2.59950 -1.71190
H -5.89668 -3.04488 -3.21754
H -4.45045 -1.21996 -4.04509

***

Model ii:
77
Properties=species:S:1:pos:R:3 method="wB97M-V/def2-TZVPD" multiplicity=2 orbital_gap_ev="7.23 / 6.93" total_charge=+1 homo_ha="-0.39699 / -0.39145" lumo_ev="-3.575 / -3.719"
Ru 0.92340 0.83106 -0.62199
C -2.14381 3.92522 -0.88537
C -2.24077 3.21630 -2.23465
C -2.50262 4.22492 -3.35943
C -1.02077 2.39090 -2.57333
C -1.14444 1.21881 -3.31456
C -0.03000 0.47495 -3.67538
C 1.26917 0.89072 -3.36799
C 2.45038 0.09848 -3.84915
C 1.41146 2.08278 -2.63885
C 0.26809 2.79174 -2.21554
H -3.11838 4.32490 -0.60520
H -1.45498 4.77105 -0.92831
H -1.81047 3.25516 -0.09082
H -3.09042 2.52639 -2.20162
H -1.67689 4.93603 -3.42817
H -3.41681 4.78655 -3.16597
H -2.60386 3.72958 -4.32501
H -2.13086 0.87829 -3.60823
H -0.16299 -0.44187 -4.23786
H 2.55454 -0.82362 -3.27217
H 3.37689 0.66475 -3.76766
H 2.32114 -0.17970 -4.89479
H 2.38938 2.51857 -2.48003
H 0.40710 3.73330 -1.69605
C 1.88609 -1.39458 1.58105
C 1.62254 -1.98855 0.20451
C 0.56604 -3.08350 0.28463
C 2.91024 -2.51711 -0.41615
O 1.11880 -1.00491 -0.72839
H 2.05432 -2.20888 2.28763
H 1.02773 -0.81932 1.93963
H 2.76496 -0.74922 1.58797
H 0.94880 -3.93528 0.84920
H 0.29063 -3.42720 -0.71249
H -0.33117 -2.73006 0.79874
H 3.36223 -3.27382 0.22752
H 3.62971 -1.70733 -0.54270
H 2.70982 -2.96935 -1.38789
Br 6.84569 2.26477 2.01970
C 5.13167 2.00707 1.26995
C 4.01018 2.44096 1.95217
C 2.75003 2.22321 1.41096
C 2.57805 1.58999 0.17862
C 3.74236 1.20458 -0.50410
C 5.00512 1.39520 0.03515
H 4.11720 2.93967 2.90574
H 1.90364 2.59146 1.97053
H 3.67690 0.71834 -1.47091
H 5.88596 1.07174 -0.50296
C -2.08237 -0.66742 -0.44371
C -1.65327 0.15888 0.71327
N -0.58545 0.95771 0.75804
C -0.60312 1.59481 1.98407
C -1.67743 1.16996 2.68208
N -2.32436 0.25507 1.87856
C -3.57781 -0.40765 2.25653
N -3.53897 -1.80276 1.98174
N -4.32875 -2.33668 1.00897
N -4.07049 -3.57421 0.89056
C -3.07613 -3.91021 1.79152
C -2.44032 -5.13132 2.03234
C -1.46020 -5.14199 2.99700
C -1.11307 -3.97575 3.71167
C -1.73009 -2.76566 3.48564
C -2.72721 -2.76826 2.50741
H -1.37710 -0.55129 -1.26140
H -3.07773 -0.36968 -0.77817
H -2.12134 -1.72445 -0.18900
H 0.13197 2.32064 2.26824
H -2.03463 1.42128 3.66496
H -4.43031 0.01794 1.72999
H -3.68706 -0.23492 3.32726
H -2.71487 -6.01964 1.48119
H -0.94067 -6.06313 3.22213
H -0.33706 -4.03819 4.46311
H -1.45320 -1.87621 4.03604

***

Result of the stability comparison: model ii is the most stable of them.

***

Model i:
9
Properties=species:S:1:pos:R:3 method="wB97M-V/def2-TZVPD" orbital_gap_ev=9.30 homo_ha=-0.32518 lumo_ev=0.455
C 0.75031 -0.77256 -0.50745
C -2.19272 -0.64398 -0.64359
N 0.93395 -0.63658 0.66251
N 0.77163 -0.56121 1.84206
O -2.24603 -1.07776 -1.72870
P -2.39788 -0.18887 0.91919
H 1.06466 -0.67275 -1.50222
H 0.43755 -1.35324 2.32812
H -1.40580 -0.98842 1.34905

***

Model ii:
9
Properties=species:S:1:pos:R:3 method="wB97M-V/def2-TZVPD" orbital_gap_ev="7.32 / 6.22" homo_ha="-0.31954 / -0.31339" lumo_ev="-1.374 / -2.309"
C 0.29406 0.09478 0.02755
C 1.43157 -0.62920 0.31689
N -1.81549 -0.78968 0.53334
N -1.05087 -0.12524 -0.02079
O -1.58805 1.10500 -0.89010
P 2.20590 -2.02012 0.98131
H 0.51167 1.19568 -0.30405
H 2.48614 -0.07881 0.11301
H -2.47491 1.24759 -0.75715

***

Result of the stability comparison: model i is the most stable of them.

***

Model i:
18
Properties=species:S:1:pos:R:3 method="wB97M-V/def2-TZVPD" orbital_gap_ev="8.71 / 7.83" total_charge=+1 homo_ha="-0.48396 / -0.44247" lumo_ev="-4.463 / -4.207"
C -1.21844 -0.31444 -0.39949
C -0.10535 -1.32539 -0.66663
C 1.50528 0.00613 0.79554
C -1.31321 2.08108 0.25119
N -0.63619 0.97366 -0.43366
N 1.01940 -1.27253 0.48011
S 2.68131 0.63601 -0.29260
H -2.11216 -0.56965 -1.13704
H -1.81787 -0.67552 0.43191
H -0.43419 -2.38829 -0.65828
H 0.58477 -1.06897 -1.57072
H 1.46500 0.77959 1.65460
H -1.51729 2.87924 -0.51381
H -2.24553 1.76066 0.85209
H -0.68071 2.42040 1.05287
H 0.49912 -1.77073 1.32875
H 1.79554 -1.83569 0.08007
H 2.53051 -0.31557 -1.25490

***

Model ii:
18
Properties=species:S:1:pos:R:3 method="wB97M-V/def2-TZVPD" orbital_gap_ev=9.34 total_charge=+1 homo_ha=-0.49444 lumo_ev=-4.118
C -1.51189 1.68056 0.03628
C -0.35807 1.31469 0.29549
C -2.16207 -1.58003 -0.55450
C 1.86684 1.15368 -0.27159
N -0.94382 -1.22838 0.27313
N 0.84614 1.14166 0.66788
S 2.89021 -0.31958 -0.31643
H -1.66650 2.71634 0.02853
H -2.35517 1.05201 -0.30126
H -2.93136 -0.97217 -0.13804
H -2.10667 -1.51534 -1.57705
H -2.53332 -2.58184 -0.09171
H 1.41549 1.17893 -1.32713
H 2.61923 2.01915 -0.14076
H -0.15784 -1.46366 -0.30494
H -0.94469 -1.89278 1.05827
H 1.19202 0.72856 1.53572
H 3.02560 -0.49813 -1.58387

***

Model iii:
18
Properties=species:S:1:pos:R:3 method="wB97M-V/def2-TZVPD" orbital_gap_ev=7.97 total_charge=+1 homo_ha=-0.44758 lumo_ev=-4.206
C 1.59143 -2.45160 0.88864
C -0.32205 2.64359 0.42077
C -2.57427 2.01142 -0.55546
C -1.25546 2.72466 -0.55783
N 1.46993 -3.82417 0.91617
N 1.39246 -1.81825 -0.24351
S 1.16212 -0.16371 -0.41897
H 1.86143 -1.90641 1.76346
H 1.90372 -0.05379 -1.56500
H -0.33923 1.97670 1.32393
H 0.56849 3.29057 0.30454
H -2.49425 1.41916 0.32665
H -2.78300 1.27989 -1.34119
H -3.51693 2.62325 -0.56140
H -1.06996 3.20971 -1.49356
H 1.72221 -4.25234 1.82141
H 1.35822 -4.30726 0.04490
H 1.32515 -2.40143 -1.07356

***

Result of the stability comparison: model iii is the most stable of them.

***

Model i:
18
Properties=species:S:1:pos:R:3 method="wB97M-V/def2-TZVPD" orbital_gap_ev=8.44 total_charge=+1 homo_ha=-0.47474 lumo_ev=-4.478
C 0.94686 1.27914 0.08421
C -0.85342 -1.42824 -0.94842
C 2.69639 0.07031 1.25561
C -2.56058 0.31123 -0.10807
N 1.60279 0.19672 0.26899
N -1.68906 -0.37720 -1.14260
S 1.38806 -1.12134 -0.74427
H 1.02133 2.11319 0.78663
H 0.04092 1.29592 -0.57574
H -0.89364 -1.92766 -0.00746
H -0.64396 -2.00204 -1.88832
H 2.22078 0.14227 2.23251
H 3.34359 -0.81059 1.16587
H 3.54169 0.95520 1.28720
H -2.70690 1.34968 -0.40386
H -3.50654 -0.22442 -0.05634
H -2.15673 0.23013 0.88355
H -1.79158 -0.05230 -2.08950

***

Model ii:
18
Properties=species:S:1:pos:R:3 method="wB97M-V/def2-TZVPD" orbital_gap_ev="8.70 / 8.70" total_charge=+1 homo_ha="-0.45288 / -0.45308" lumo_ev="-3.626 / -3.629"
C -0.56537 0.20826 0.99497
C 0.44997 0.17957 -0.03802
C -2.93062 -0.47464 -0.34478
C 2.86521 -0.12757 -0.55663
N -2.32958 0.79961 -0.24312
N 1.82691 0.43763 0.39106
S -0.27288 -1.43646 0.61982
H -0.63440 0.77805 1.86988
H 0.04517 0.32256 -1.09359
H -2.19718 -1.24597 -0.47281
H -3.74486 -0.78016 0.51935
H -3.42689 -0.51815 -1.42765
H 2.74458 -1.23438 -0.74768
H 3.02441 0.37492 -1.53749
H 3.91407 -0.19193 -0.20371
H -2.71062 1.40399 0.47454
H 1.84516 1.39607 0.52761
H 2.09692 0.10860 1.26823

***

Result of the stability comparison: model i is the most stable of them.

***

Model i:
16
Properties=species:S:1:pos:R:3 method="wB97M-V/def2-TZVPD" multiplicity=2 orbital_gap_ev="2.77 / 12.51" total_charge=-1 homo_ha="0.05796 / -0.29253" lumo_ev="4.348 / 4.553"
C -1.55152 0.36047 -1.43709
C -2.33457 0.14256 -0.12336
H -0.98984 1.28850 -1.36522
H -2.18633 0.33938 -2.32090
H -0.84863 -0.46151 -1.58914
H -1.89343 -0.64082 0.49065
H -3.37933 -0.08874 -0.30268
H -2.28780 1.03968 0.49198
C 2.32213 -0.90710 0.65574
C 1.57700 0.43977 0.86174
H 1.56577 -1.69666 0.60048
H 2.85331 -1.12846 1.58190
H 2.86110 -0.87414 -0.28145
H 2.34357 1.20067 1.02188
H 0.94990 0.41254 1.76186
H 0.99866 0.57387 -0.04639

***

Model ii:
16
Properties=species:S:1:pos:R:3 method="wB97M-V/def2-TZVPD" multiplicity=2 orbital_gap_ev="2.77 / 12.06" total_charge=-1 homo_ha="0.05630 / -0.27467" lumo_ev="4.300 / 4.581"
C -1.98818 -1.67949 0.62350
C -1.08278 -0.62631 1.36185
H -3.02224 -1.41732 0.89247
H -1.74480 -1.63654 -0.43321
H -1.92977 -2.62896 1.16498
H -0.09087 -1.09160 1.23651
H -1.33105 -0.63689 2.42236
H -0.96248 0.28152 0.77584
C 1.66173 0.40585 -1.14322
C 1.41206 1.89415 -0.84403
H 0.86504 0.02631 -1.79793
H 2.62108 0.43232 -1.68101
H 1.72787 -0.21516 -0.25170
H 1.16916 2.09467 0.20041
H 0.55117 2.25677 -1.38057
H 2.24609 2.55886 -1.10564

***

Result of the stability comparison: model i is the most stable of them.

***

Model i:
16
Properties=species:S:1:pos:R:3 method="wB97M-V/def2-TZVPD" multiplicity=2 orbital_gap_ev="2.74 / 12.16" total_charge=-1 homo_ha="0.05662 / -0.28464" lumo_ev="4.283 / 4.411"
C 2.58287 0.87335 -1.36129
C 1.38358 0.32831 -0.59719
H 3.51452 0.32565 -1.16904
H 2.45516 0.83494 -2.44420
H 2.83584 1.89619 -1.07275
H 0.59161 1.03180 -0.79718
H 1.51295 0.33379 0.47780
H 1.07151 -0.65160 -0.95549
C -2.60269 -0.52457 0.55908
C -1.33794 -0.62761 1.38961
H -2.87980 -1.54280 0.23966
H -3.45285 -0.29274 1.19985
H -2.67660 0.05666 -0.35914
H -0.88179 0.30650 1.72851
H -0.54313 -1.16011 0.86716
H -1.57322 -1.18777 2.29462

***

Model ii:
16
Properties=species:S:1:pos:R:3 method="wB97M-V/def2-TZVPD" multiplicity=2 orbital_gap_ev="2.78 / 11.85" total_charge=-1 homo_ha="0.05661 / -0.27210" lumo_ev="4.320 / 4.450"
C -1.11920 -0.06143 -1.29926
C -0.66153 1.05063 -2.17135
H -0.53764 -1.01679 -1.43623
H -0.91787 0.08523 -0.12891
H -2.08925 -0.53104 -1.51608
H -0.69317 0.69069 -3.18243
H 0.26750 1.47164 -1.81811
H -1.30700 1.94716 -1.97502
C 1.44948 0.09965 1.46678
C 0.34373 -1.00205 1.91959
H 1.12303 1.03961 2.01452
H 2.43190 -0.21933 1.62017
H 1.42667 0.39690 0.36903
H 0.34605 -1.31857 2.99826
H -0.63963 -0.70130 1.70671
H 0.57694 -1.93100 1.43231

***

Model iii:
16
Properties=species:S:1:pos:R:3 method="wB97M-V/def2-TZVPD" multiplicity=2 orbital_gap_ev="3.01 / 11.00" total_charge=-1 homo_ha="0.05011 / -0.24495" lumo_ev="4.371 / 4.332"
C -2.30425 -0.53695 1.63886
C -2.19122 0.43981 0.32834
H -3.02558 -1.42090 1.53602
H -1.18073 -0.86323 1.66951
H -2.61370 0.13715 2.39950
H -1.88734 1.24970 0.87955
H -1.30296 -0.05492 -0.45800
H -2.87275 0.27564 -0.45078
C 2.19617 0.85024 -1.15574
C 2.24831 -0.61207 -0.69174
H 3.17275 1.29289 -0.99657
H 2.00007 0.97875 -2.33126
H 1.43102 1.47791 -0.67329
H 1.24145 -0.74721 -0.38428
H 2.37520 -1.57219 -1.35281
H 2.71355 -0.89460 0.04270

***

Result of the stability comparison: model i is the most stable of them.